ORCA calculation (ωB97M-V with the def2-TZVPD basis set) on a molecular structure, C53H40MnNO2P2S2.

Geometry as XYZ:
```
101
Properties=species:S:1:pos:R:3:forces:R:3
Mn 0.65989 -0.91484 -1.54288 0.04 -0.49 -0.08
O -1.26559 -0.05787 -2.17647 0.14 0.17 0.25
S -1.29434 0.89597 -0.96760 0.23 -0.23 0.02
C -2.90387 0.91317 -0.24585 -0.19 -0.02 -0.03
C -3.58079 2.10649 -0.12192 0.00 -0.02 0.01
C -4.85023 2.21024 0.47437 0.05 0.00 -0.03
C -5.44108 1.06457 0.90812 -0.01 -0.02 0.00
C -6.80201 0.83432 1.50716 -0.06 0.01 0.01
C -6.87024 -0.69056 1.76339 -0.01 0.02 0.05
C -5.53934 -1.21542 1.29747 0.00 -0.02 -0.02
C -5.04758 -2.48441 1.25289 0.09 0.07 -0.02
C -3.72752 -2.65554 0.80175 0.00 -0.06 0.00
C -2.88523 -1.63568 0.39278 -0.07 0.01 -0.06
P -1.14865 -2.17255 0.04397 -0.12 0.33 0.00
C -0.43798 -2.65702 1.65408 -0.21 -0.10 0.07
C -1.16272 -3.14083 2.74354 -0.03 0.09 0.02
C -0.52986 -3.45131 3.93668 0.11 0.04 -0.04
C 0.84304 -3.28612 4.06002 -0.06 0.00 -0.02
C 1.57448 -2.80937 2.98425 -0.01 -0.01 0.00
C 0.93641 -2.49645 1.79486 0.48 0.15 -0.42
C -1.48332 -3.71284 -0.85827 0.05 -0.06 0.12
C -2.02249 -3.59283 -2.13722 -0.03 0.07 -0.04
C -2.28732 -4.72552 -2.88485 -0.01 -0.01 -0.03
C -2.01228 -5.98352 -2.36501 0.02 0.00 0.05
C -1.47027 -6.10498 -1.09512 -0.02 -0.01 -0.05
C -1.20317 -4.97107 -0.34136 0.08 -0.02 0.03
C -3.43686 -0.30985 0.30830 0.19 0.09 -0.05
C -4.74134 -0.15830 0.81648 -0.10 -0.05 0.03
C -1.01957 2.49938 -1.61644 -0.07 0.09 -0.08
C -1.88133 2.98997 -2.57586 0.13 0.10 0.07
C -1.80479 4.31460 -3.03913 -0.01 -0.11 0.04
C -0.87178 5.13499 -2.46682 0.04 0.06 0.00
C -0.58305 6.59805 -2.67895 -0.01 0.04 -0.02
C 0.58227 6.92349 -1.70795 -0.01 0.03 -0.03
C 0.92164 5.60725 -1.05826 -0.02 0.00 -0.01
C 1.88025 5.25770 -0.15454 -0.07 -0.14 -0.02
C 1.99616 3.89363 0.19437 0.07 0.07 0.01
C 1.17164 2.89526 -0.27943 -0.01 -0.01 -0.06
P 1.67693 1.15268 0.04306 -0.23 -0.13 0.09
C 3.49233 1.18453 -0.09730 -0.05 0.03 -0.05
C 4.14773 1.98687 -1.02811 0.02 -0.02 0.03
C 5.52544 1.91777 -1.16490 0.03 0.01 0.00
C 6.26235 1.03394 -0.38932 0.01 -0.01 -0.01
C 5.61238 0.20335 0.51084 -0.04 0.03 -0.04
C 4.23479 0.27741 0.65372 0.07 -0.15 -0.06
C 1.38997 1.00134 1.84321 0.00 0.12 -0.04
C 0.16312 0.51279 2.27997 -0.19 -0.05 -0.08
C -0.12893 0.42739 3.63129 0.04 0.02 0.04
C 0.81100 0.82966 4.56752 -0.02 -0.02 -0.05
C 2.03721 1.32238 4.14333 -0.02 -0.01 0.06
C 2.32325 1.41300 2.79184 0.07 0.05 0.01
C 0.06888 3.27520 -1.11357 -0.01 -0.16 0.06
C 0.03469 4.61579 -1.52438 0.05 0.06 0.02
H -3.12959 3.01056 -0.49850 0.02 0.02 -0.02
H -5.33355 3.17374 0.54190 -0.03 0.06 0.01
H -7.58335 1.16729 0.82258 0.00 0.00 0.01
H -6.92264 1.40862 2.42622 0.00 0.00 0.01
H -7.68787 -1.16025 1.21776 -0.02 -0.01 -0.02
H -7.02376 -0.91694 2.81921 -0.01 0.00 0.00
H -5.62755 -3.34089 1.56288 -0.05 -0.07 0.02
H -3.34916 -3.66901 0.76676 0.03 -0.02 0.05
H -2.23358 -3.26057 2.68875 -0.08 0.00 -0.07
H -1.11144 -3.81993 4.76898 -0.03 -0.03 0.06
H 1.33544 -3.52729 4.99138 0.04 0.00 0.04
H 2.64247 -2.67257 3.07013 0.09 0.00 0.01
H 1.53848 -2.12436 0.95080 -0.34 -0.20 0.41
H -2.23438 -2.61027 -2.54796 0.01 -0.01 0.02
H -2.70241 -4.62747 -3.87777 -0.02 0.00 -0.05
H -2.21378 -6.86734 -2.95313 -0.02 -0.04 -0.03
H -1.24805 -7.08215 -0.68961 0.01 -0.04 0.01
H -0.75655 -5.07334 0.63987 -0.02 0.03 0.02
H -2.65847 2.34099 -2.95165 -0.09 -0.09 -0.04
H -2.49500 4.66529 -3.79146 -0.05 0.03 -0.06
H -1.46772 7.20121 -2.47514 -0.01 0.02 0.00
H -0.30786 6.78675 -3.71698 0.01 0.00 -0.02
H 0.28595 7.65942 -0.96066 0.00 0.02 0.03
H 1.44358 7.33472 -2.23296 0.02 0.02 -0.01
H 2.57356 5.97461 0.25701 0.07 0.08 0.04
H 2.82323 3.61667 0.83786 -0.02 -0.01 0.00
H 3.58771 2.67432 -1.64682 -0.04 0.04 -0.02
H 6.02425 2.55978 -1.87863 0.02 0.02 -0.02
H 7.33807 0.99057 -0.48808 0.04 -0.01 -0.01
H 6.17357 -0.49859 1.10973 0.06 -0.05 0.04
H 3.74197 -0.37210 1.36822 0.00 0.00 -0.02
H -0.57810 0.17705 1.56078 0.12 0.08 0.10
H -1.08352 0.03096 3.94674 -0.06 -0.02 0.03
H 0.59347 0.75495 5.62329 -0.02 0.00 0.06
H 2.77560 1.63678 4.86722 0.03 0.02 0.04
H 3.29019 1.79066 2.48168 -0.06 0.02 0.02
O 2.44355 -0.62462 -2.45632 0.12 0.19 -0.14
N 3.38555 -1.56338 -2.48813 -0.09 0.13 -0.07
C 4.62404 -1.15941 -2.84694 0.02 -0.14 0.04
C 5.65871 -2.04917 -2.91417 -0.12 0.04 0.03
C 5.40721 -3.38817 -2.59887 0.02 0.09 -0.01
C 4.14387 -3.77200 -2.23565 -0.12 -0.03 0.02
C 3.08301 -2.85045 -2.17877 0.16 0.08 -0.09
S 1.47443 -3.27058 -1.77304 -0.02 -0.02 0.04
H 4.69287 -0.10453 -3.05263 0.03 0.05 -0.03
H 6.63635 -1.70128 -3.20391 0.08 0.01 -0.02
H 6.20221 -4.11671 -2.64145 0.06 -0.06 0.00
H 3.91665 -4.79784 -1.98824 -0.01 -0.03 0.00
```
Forces are in eV/Å.

Summary:
2S+1	6
highest occupied orbital energy (alpha / beta)	-0.35820 / -0.36783	Eh
maximum force	0.652	eV/A
gap between HOMO and LUMO (alpha / beta)	7.22 / 7.48	eV
net charge	+1
LUMO level (alpha / beta)	-2.526 / -2.530	eV
<S²>	8.76